No. 1
The following is a DFT calculation (ωB97M-V/def2-TZVPD) of C21H49F2FeN5O3SSi4Te as an isolated structure at a distorted geometry.

The geometry in ORCA input format:
```
! wB97M-V def2-TZVPD RIJCOSX def2/J DEFGRID3
* xyz -1 6
Fe -2.237 0.387 -0.569
C -0.658 4.674 -0.569
O -2.060 4.413 -0.569
C -2.346 3.095 -0.569
O -1.588 2.135 -0.569
N -3.673 2.830 -0.569
N -3.868 1.477 -0.569
H -0.515 5.758 -0.569
H -0.190 4.264 -1.470
H -0.190 4.264 0.331
H -4.380 3.553 -0.569
H -4.509 1.119 -1.430
H -4.509 1.119 0.292
C -2.338 0.532 4.030
N -1.610 -0.513 3.331
C -0.912 -1.514 4.120
C -1.629 -0.485 1.945
C -0.882 -1.556 1.187
O -2.237 0.387 1.318
H -2.260 0.420 5.115
H -3.392 0.488 3.739
H -1.932 1.506 3.739
H -1.037 -1.335 5.191
H 0.154 -1.481 3.877
H -1.312 -2.502 3.877
H -0.375 -2.283 1.820
H -0.130 -1.075 0.555
H -1.594 -2.096 0.555
C 5.449 -0.575 1.505
Si 3.609 -0.742 1.249
C 3.184 -2.552 1.105
C 2.722 -0.089 2.759
Si 2.935 0.377 -0.586
Te 0.454 0.387 -0.569
Si 3.609 2.527 -0.543
C 3.205 3.306 1.102
C 5.445 2.666 -0.840
C 2.704 3.508 -1.851
Si 3.583 -0.660 -2.477
C 3.159 0.375 -3.970
C 2.677 -2.283 -2.661
C 5.421 -0.986 -2.475
H 5.745 -1.147 2.409
H 5.706 0.492 1.651
H 5.992 -0.974 0.626
H 3.469 -3.069 2.044
H 3.752 -2.999 0.267
H 2.094 -2.668 0.934
H 3.042 -0.669 3.648
H 1.627 -0.203 2.622
H 2.962 0.976 2.922
H 3.786 2.804 1.899
H 2.118 3.215 1.303
H 3.490 4.378 1.077
H 5.998 2.104 -0.063
H 5.741 3.734 -0.801
H 5.689 2.258 -1.841
H 1.611 3.445 -1.669
H 2.931 3.116 -2.858
H 3.024 4.568 -1.797
H 2.072 0.592 -3.976
H 3.431 -0.183 -4.889
H 3.739 1.317 -3.942
H 1.584 -2.095 -2.683
H 2.915 -2.960 -1.821
H 2.985 -2.767 -3.610
H 5.974 -0.031 -2.384
H 5.704 -1.486 -3.423
H 5.676 -1.648 -1.624
C -6.869 -4.657 1.485
C -6.742 -3.657 0.380
C -7.706 -3.547 -0.602
C -7.476 -2.591 -1.564
N -6.397 -1.795 -1.583
C -5.519 -1.979 -0.587
S -4.128 -0.988 -0.569
N -5.643 -2.880 0.402
H -7.786 -5.248 1.395
H -6.889 -4.144 2.452
H -6.018 -5.345 1.466
H -8.589 -4.167 -0.624
H -8.175 -2.428 -2.377
F -2.074 1.679 -3.106
C -2.237 0.387 -2.646
F -3.437 -0.119 -3.106
H -1.403 -0.245 -3.015
H -1.716 -1.217 -0.569
*
```

Properties
LUMO (spin up / spin down) = 2.05 / 1.04 eV
Kohn-Sham gap (spin up / spin down) = 2.9 / 4.6 eV
Energy relative to the best compared isomer or geometry (same formula, charge and spin) = 0.0 kcal per mole
Expectation value of S² = 8.90
HOMO level (spin up / spin down) = -0.80 / -3.57 eV


No. 2
The following is a DFT calculation (ωB97M-V/def2-TZVPD) of C21H49N6O7Pt as an isolated structure at a distorted geometry.

The geometry in ORCA input format:
```
! wB97M-V def2-TZVPD RIJCOSX def2/J DEFGRID3
* xyz 1 3
Pt 3.928 2.171 7.590
C 1.534 -0.440 0.795
C 1.900 0.801 1.558
C 1.002 2.018 1.259
O 2.153 0.556 2.918
H 2.263 -1.249 0.846
H 1.396 -0.233 -0.266
H 0.603 -0.847 1.190
H 2.828 1.251 1.205
H 1.091 2.360 0.228
H 1.429 2.823 1.858
H -0.014 1.699 1.493
C 3.190 -6.511 -4.180
O 4.164 -6.683 -4.879
N 2.040 -7.211 -4.236
C 0.854 -6.961 -3.415
C 1.856 -8.166 -5.295
H 3.083 -5.736 -3.405
H 0.172 -7.722 -3.035
H 0.048 -6.562 -4.030
H 0.936 -6.134 -2.709
H 2.779 -8.475 -5.786
H 1.379 -9.015 -4.804
H 1.205 -7.722 -6.047
C 4.625 7.724 3.367
O 4.837 6.641 3.988
N 4.998 7.866 2.090
C 4.511 8.890 1.220
C 5.787 6.881 1.328
H 3.949 8.514 3.729
H 3.816 9.603 1.664
H 4.002 8.361 0.414
H 5.398 9.317 0.751
H 6.676 7.294 0.852
H 6.193 6.248 2.118
H 5.157 6.324 0.635
C -3.084 1.428 -4.627
O -2.764 2.577 -4.810
N -4.170 1.000 -3.877
C -4.278 -0.483 -3.802
C -5.075 1.772 -3.094
H -2.564 0.522 -4.973
H -4.229 -0.773 -2.752
H -3.579 -1.056 -4.412
H -5.247 -0.893 -4.084
H -5.486 2.542 -3.747
H -5.916 1.150 -2.786
H -4.478 2.193 -2.285
C 0.433 -5.882 5.708
O 0.833 -6.980 5.206
N -0.692 -5.767 6.346
C -1.272 -4.405 6.675
C -1.626 -6.879 6.663
H 1.094 -5.008 5.601
H -1.909 -3.970 5.905
H -0.477 -3.664 6.752
H -1.841 -4.362 7.604
H -2.606 -6.618 6.264
H -1.323 -7.739 6.064
H -1.593 -7.024 7.743
C -8.552 3.366 4.278
O -7.962 3.706 3.247
N -8.261 2.385 5.154
C -9.110 2.247 6.349
C -7.140 1.391 5.043
H -9.418 3.972 4.586
H -9.999 2.870 6.452
H -8.602 2.437 7.295
H -9.431 1.208 6.424
H -7.510 0.372 4.930
H -6.560 1.492 4.126
H -6.458 1.440 5.892
C 4.773 -0.078 -8.096
O 4.353 -0.014 -9.226
N 4.902 0.989 -7.281
C 5.445 0.863 -5.904
C 4.507 2.356 -7.693
H 5.259 -0.985 -7.705
H 6.120 0.007 -5.928
H 4.619 0.622 -5.235
H 5.847 1.833 -5.614
H 4.249 2.281 -8.749
H 3.715 2.796 -7.087
H 5.295 3.096 -7.550
*
```

Properties
LUMO (spin up / spin down) = -8.64 / -8.72 eV
Kohn-Sham gap (spin up / spin down) = 1.5 / 1.5 eV
Energy relative to the best compared isomer or geometry (same formula, charge and spin) = 138.4 kcal per mole
Expectation value of S² = 2.03
HOMO level (spin up / spin down) = -10.19 / -10.19 eV


No. 3
The following is a DFT calculation (ωB97M-V/def2-TZVPD) of a 7-piece molecular cluster, C21H50BIN4O8S6 overall at a distorted geometry.

The geometry in ORCA input format:
```
! wB97M-V def2-TZVPD RIJCOSX def2/J DEFGRID3
* xyz 0 1
C 5.532 -0.886 -0.547
N 4.814 0.314 0.027
C 5.762 1.452 0.363
B 3.646 0.772 -0.831
O 3.512 0.516 -2.302
C 2.447 1.673 -0.080
C 1.555 2.319 -1.307
N 0.824 3.149 -2.022
C 1.603 0.679 0.923
I 1.677 -1.326 0.060
C 2.499 0.607 2.334
N 3.134 0.617 3.486
C 0.125 1.219 1.356
C -1.121 0.195 1.082
C -1.628 0.169 -0.512
N -1.907 -1.145 -1.267
O -1.782 1.316 -1.193
H 4.892 -1.839 -0.233
H 6.592 -1.037 -0.060
H 5.620 -0.907 -1.713
H 5.776 2.323 -0.425
H 6.851 1.052 0.613
H 5.354 1.936 1.372
H 2.650 0.049 -2.506
H 3.015 2.457 0.577
H 0.132 1.427 2.532
H -0.183 2.261 0.872
H -2.056 0.646 1.673
H -0.979 -0.891 1.526
H -1.982 -0.854 -2.283
H -1.092 -1.795 -1.202
C 2.718 6.331 -1.959
S 3.930 5.334 -2.860
O 5.049 5.021 -1.912
C 4.495 6.666 -3.947
H 2.258 5.706 -1.190
H 3.211 7.183 -1.486
H 1.946 6.679 -2.649
H 4.879 7.497 -3.351
H 3.665 7.004 -4.573
H 5.293 6.278 -4.584
C -6.882 0.755 1.443
S -5.670 -0.241 0.542
O -4.551 -0.555 1.490
C -5.105 1.090 -0.545
H -7.342 0.130 2.213
H -6.389 1.607 1.916
H -7.654 1.104 0.753
H -4.721 1.922 0.051
H -5.935 1.428 -1.171
H -4.307 0.703 -1.182
C -4.520 1.005 4.678
S -4.749 2.792 4.842
O -3.391 3.409 4.991
C -5.503 2.733 6.486
H -4.022 0.805 3.726
H -3.899 0.631 5.496
H -5.493 0.509 4.687
H -4.821 2.252 7.192
H -6.444 2.181 6.437
H -5.701 3.756 6.814
C -4.728 -3.313 -4.226
S -4.310 -1.555 -4.138
O -5.260 -0.913 -3.172
C -4.873 -1.145 -5.808
H -4.493 -3.774 -3.263
H -5.794 -3.434 -4.434
H -4.135 -3.791 -5.009
H -5.930 -1.400 -5.919
H -4.276 -1.694 -6.540
H -4.742 -0.072 -5.965
C 6.109 -2.092 3.305
S 7.725 -1.278 3.323
O 8.146 -1.080 1.897
C 8.641 -2.699 3.968
H 5.374 -1.394 2.896
H 6.146 -2.985 2.677
H 5.823 -2.360 4.324
H 8.522 -3.555 3.299
H 8.274 -2.948 4.966
H 9.698 -2.431 4.029
C -3.143 -7.078 -2.558
S -2.659 -5.508 -1.801
O -2.218 -4.592 -2.903
C -1.169 -6.142 -0.993
H -4.044 -6.912 -3.154
H -2.343 -7.443 -3.207
H -3.356 -7.810 -1.777
H -0.491 -6.564 -1.738
H -1.446 -6.905 -0.262
H -0.673 -5.314 -0.480
*
```

Properties
LUMO = -0.61 eV
Kohn-Sham gap = 8.0 eV
HOMO level = -8.64 eV


No. 4
The following is a DFT calculation (ωB97M-V/def2-TZVPD) of a 9-piece molecular cluster, C21H50BO16 overall at a distorted geometry.

The geometry in ORCA input format:
```
! wB97M-V def2-TZVPD RIJCOSX def2/J DEFGRID3
* xyz -1 1
O 0.120 -0.516 -2.608
C 0.138 -0.294 -1.436
O -0.848 -0.506 -0.579
B -0.430 -0.182 0.790
O 0.924 0.417 0.628
C 1.307 0.344 -0.628
O 2.384 0.630 -1.065
O -0.342 -1.408 1.614
C -0.911 -1.186 2.786
O -0.897 -1.870 3.761
C -1.640 0.184 2.688
O -1.327 0.715 1.502
O -2.357 0.675 3.503
C -0.391 3.299 -1.910
C -1.765 3.882 -2.186
C -2.551 4.026 -0.907
O -1.640 5.218 -2.722
H 0.171 3.925 -1.214
H 0.222 3.204 -2.810
H -0.499 2.320 -1.440
H -2.306 3.270 -2.915
H -3.584 4.311 -1.097
H -2.070 4.793 -0.298
H -2.516 3.092 -0.345
H -1.133 5.164 -3.538
C -3.549 -2.242 -1.246
C -4.865 -1.604 -1.653
C -6.065 -2.502 -1.464
O -5.125 -0.425 -0.855
H -3.426 -2.206 -0.164
H -2.719 -1.783 -1.774
H -3.586 -3.302 -1.518
H -4.851 -1.281 -2.700
H -5.908 -3.451 -1.985
H -6.944 -2.054 -1.937
H -6.304 -2.697 -0.420
H -4.289 0.003 -0.646
C 4.955 -2.296 2.056
C 3.886 -1.775 1.120
C 4.090 -2.258 -0.307
O 2.631 -2.284 1.620
H 5.924 -2.166 1.563
H 4.836 -3.352 2.278
H 4.979 -1.671 2.948
H 3.814 -0.686 1.168
H 3.318 -1.838 -0.954
H 4.071 -3.346 -0.336
H 5.053 -1.909 -0.692
H 1.887 -1.943 1.115
C -4.111 -2.501 3.012
C -5.462 -3.066 2.681
O -5.375 -4.518 2.712
H -3.822 -2.697 4.045
H -4.129 -1.422 2.845
H -3.289 -2.902 2.417
H -5.779 -2.769 1.677
H -6.208 -2.755 3.415
H -6.262 -4.883 2.670
C -0.082 -0.376 -5.720
C 0.899 0.004 -6.796
O 0.198 0.503 -7.923
H -0.988 -0.820 -6.138
H -0.376 0.432 -5.052
H 0.361 -1.117 -5.052
H 1.484 -0.880 -7.075
H 1.587 0.747 -6.377
H 0.828 0.866 -8.551
C 6.358 2.677 0.242
C 5.241 2.174 -0.638
O 5.452 0.831 -1.048
H 6.108 3.684 0.569
H 7.303 2.696 -0.307
H 6.507 1.989 1.075
H 5.126 2.837 -1.505
H 4.311 2.234 -0.060
H 4.625 0.600 -1.492
C 2.413 -0.599 4.440
O 2.611 0.531 5.294
H 2.040 -0.223 3.485
H 3.362 -1.103 4.284
H 1.624 -1.279 4.771
H 3.100 0.242 6.068
C 0.582 2.874 3.563
O 0.860 2.841 4.961
H 1.330 3.491 3.041
H 0.730 1.885 3.120
H -0.413 3.282 3.433
H 1.385 2.048 5.125
*
```

Properties
LUMO = 2.37 eV
Kohn-Sham gap = 9.8 eV
HOMO level = -7.38 eV


No. 5
The following is a DFT calculation (ωB97M-V/def2-TZVPD) of C21H50Br6O23S7 as an isolated structure at a distorted geometry.

The geometry in ORCA input format:
```
! wB97M-V def2-TZVPD RIJCOSX def2/J DEFGRID3
* xyz -1 2
O 1.951 -5.506 -5.824
S 1.676 -4.122 -5.641
O 0.263 -3.703 -5.722
O 2.361 -3.543 -4.261
C 2.154 -2.215 -3.820
C 3.150 -1.833 -2.708
C 2.461 -3.080 -6.900
H 1.194 -2.054 -3.328
H 2.118 -1.475 -4.620
H 2.888 -0.858 -2.298
H 4.179 -1.781 -3.066
H 2.946 -2.493 -1.866
H 2.504 -3.672 -7.814
H 3.477 -2.906 -6.543
H 1.872 -2.165 -6.962
O 1.278 -1.122 6.361
S 0.894 -1.214 4.981
O -0.534 -1.524 4.509
O 1.491 0.019 4.094
C 1.649 1.201 4.839
C 0.267 1.889 5.329
C 1.968 -2.581 4.323
H 2.107 2.034 4.306
H 2.312 1.040 5.689
H -0.379 2.105 4.478
H 0.476 2.788 5.909
H -0.362 1.225 5.921
H 1.697 -3.365 5.030
H 2.953 -2.115 4.305
H 1.765 -2.812 3.277
O -5.705 -1.478 3.625
S -6.044 -0.945 2.272
O -7.034 -1.617 1.398
O -6.368 0.690 2.423
C -7.625 1.285 2.102
C -7.881 1.515 0.603
C -4.370 -0.705 1.406
H -7.792 2.236 2.607
H -8.425 0.684 2.532
H -7.042 2.110 0.243
H -8.780 2.114 0.464
H -7.983 0.661 -0.067
H -4.502 0.121 0.706
H -4.096 -1.675 0.991
H -3.679 -0.431 2.203
O 3.486 -1.700 1.694
S 4.598 -2.605 1.367
O 5.804 -2.002 0.811
O 4.945 -3.334 2.769
C 6.174 -4.049 2.751
C 6.418 -4.398 4.234
C 4.025 -4.132 0.571
H 7.074 -3.534 2.418
H 6.117 -4.966 2.164
H 6.431 -3.551 4.920
H 7.420 -4.801 4.389
H 5.735 -5.123 4.675
H 4.847 -4.848 0.563
H 3.760 -4.028 -0.481
H 3.303 -4.527 1.286
O 0.440 6.092 2.084
S -0.049 6.046 0.704
O 0.922 6.084 -0.386
O -1.038 4.722 0.431
C -1.765 4.161 1.583
C -3.298 4.393 1.493
C -1.186 7.459 0.538
H -1.298 4.595 2.467
H -1.458 3.136 1.371
H -3.742 3.786 2.283
H -3.776 4.047 0.576
H -3.559 5.435 1.678
H -1.371 7.462 -0.537
H -0.853 8.400 0.974
H -2.073 7.187 1.110
C 3.816 3.340 0.378
Br 2.380 2.497 -0.600
Br 5.197 2.064 0.952
Br 3.037 4.267 1.933
H 4.356 4.098 -0.190
C -5.214 -2.603 -2.563
Br -6.805 -1.709 -3.269
Br -3.791 -2.217 -3.915
Br -5.557 -4.474 -2.119
H -5.020 -2.101 -1.616
C -0.214 -1.268 1.137
C -0.126 0.246 1.206
O -1.088 0.688 0.292
S -1.050 -0.312 -1.039
O -0.095 0.120 -2.055
O -2.420 -0.779 -1.348
O -0.333 -1.553 -0.209
H -1.084 -1.609 1.699
H 0.657 -1.730 1.601
H 0.915 0.454 0.957
H -0.247 0.692 2.193
C 0.589 1.529 -5.211
C -0.253 2.504 -6.085
O -0.524 1.960 -7.340
S 0.110 0.392 -7.496
O 1.099 0.303 -8.580
O -1.010 -0.543 -7.553
O 0.820 0.350 -5.954
H -0.125 1.042 -4.547
H 1.485 1.791 -4.648
H 0.211 3.479 -6.233
H -1.195 2.949 -5.762
*
```

Properties
LUMO (spin up / spin down) = 1.19 / 1.19 eV
Kohn-Sham gap (spin up / spin down) = 1.6 / 6.2 eV
Expectation value of S² = 0.75
HOMO level (spin up / spin down) = -0.39 / -4.97 eV


Computed values of DFT total energy (unit: eV) for the preceding records, in sequence: -125621.256, -49073.975, -118706.041, -56031.267, -565772.249.